(1)
C4H6N2O | ωB97M-V/def2-TZVPD

CARTESIAN COORDINATES (ANGSTROEM)
C  -1.029  0.856  -1.955
O  -0.593  -0.400  -1.558
C  0.030  -0.527  -0.458
C  0.192  0.630  0.457
N  0.571  -0.083  1.651
C  0.631  -1.408  1.355
N  0.314  -1.730  0.133
H  -1.449  0.763  -2.952
H  -0.248  1.613  -1.856
H  -0.808  1.141  0.439
H  0.926  1.392  0.156
H  0.890  0.338  2.506
H  0.905  -2.135  2.113

- spin multiplicity = 1
- energy relative to the best compared isomer or geometry (same formula, charge and spin) (kcal/mol) = 92.04
- calculated total energy (eV) = -9269.5105
- gap between HOMO and LUMO (spin up / spin down) (eV) = 7.68 / 6.85
- LUMO energy (spin up / spin down) (Ha) = 0.0215 / 0.0158
- HOMO energy (spin up / spin down) (eV) = -7.09 / -6.42

***

(2)
C4H6N2O | ωB97M-V/def2-TZVPD

CARTESIAN COORDINATES (ANGSTROEM)
C  -2.051  -0.015  -0.068
C  -0.559  0.017  0.024
C  0.419  -0.272  -0.904
C  1.627  -0.076  -0.201
O  2.866  -0.236  -0.711
N  1.438  0.301  1.048
N  0.091  0.348  1.163
H  -2.504  0.776  0.538
H  -2.453  -0.976  0.273
H  -2.366  0.133  -1.104
H  0.291  -0.576  -1.933
H  3.488  -0.017  -0.002
H  -0.313  0.626  2.042

- spin multiplicity = 1
- energy relative to the best compared isomer or geometry (same formula, charge and spin) (kcal/mol) = 18.99
- calculated total energy (eV) = -9272.6785
- gap between HOMO and LUMO (eV) = 9.69
- LUMO energy (Ha) = 0.0348
- HOMO energy (eV) = -8.74
- SMILES string = Cc1cc(O)n[nH]1

***

(3)
C4H6N2O | ωB97M-V/def2-TZVPD

CARTESIAN COORDINATES (ANGSTROEM)
C  -2.198  -0.283  -0.178
C  -0.734  -0.041  -0.010
N  -0.238  1.311  -0.115
C  1.033  1.169  -0.074
C  1.412  -0.297  -0.066
O  2.542  -0.716  0.623
N  0.138  -0.963  0.158
H  -2.617  0.443  -0.879
H  -2.728  -0.178  0.773
H  -2.354  -1.295  -0.557
H  1.726  2.006  -0.130
H  2.412  -0.605  1.572
H  1.606  -0.551  -1.117

- spin multiplicity = 1
- energy relative to the best compared isomer or geometry (same formula, charge and spin) (kcal/mol) = 33.59
- calculated total energy (eV) = -9272.0454
- gap between HOMO and LUMO (eV) = 10.33
- LUMO energy (Ha) = 0.0071
- HOMO energy (eV) = -10.13
- SMILES string = CC1=N[C@H](O)C=N1

***

(4)
C4H6N2O | ωB97M-V/def2-TZVPD

CARTESIAN COORDINATES (ANGSTROEM)
N  1.688  0.865  -0.189
C  0.632  0.318  -0.630
C  0.042  -0.992  -0.267
O  0.840  -2.062  -0.196
C  -1.246  -0.743  0.031
C  -1.602  0.646  -0.375
N  -0.481  1.098  -1.001
H  2.244  0.211  0.362
H  0.282  1.401  1.284
H  0.333  -2.817  0.136
H  -1.921  -1.390  0.580
H  -0.479  1.369  1.355
H  -0.332  2.096  -1.091

- spin multiplicity = 1
- energy relative to the best compared isomer or geometry (same formula, charge and spin) (kcal/mol) = 111.83
- calculated total energy (eV) = -9268.6525
- gap between HOMO and LUMO (eV) = 8.35
- LUMO energy (Ha) = -0.0124
- HOMO energy (eV) = -8.69